20
Properties=species:S:1:pos:R:3 method="wB97M-V/def2-TZVPD" homo_lumo_gap_ev=10.34 total_energy_ha=-349.1288 smiles="C=C(CC)[C@@H](C)C=O" e_above_lowest_kcal_mol=12.5
O -0.5658 -2.0949 1.6035
C -1.4838 1.5559 -0.6197
C -0.7587 -0.8199 -0.4726
C -0.4874 0.6771 -0.3990
C 0.9168 1.1793 -0.1251
C 0.3840 -1.6628 -1.0367
C 1.4428 0.8375 1.2611
C -1.1910 -1.3022 0.9056
H 1.6028 0.7933 -0.8877
H 0.0380 -2.6841 -1.2329
H -1.3161 2.6293 -0.5867
H -1.6232 -0.9906 -1.1292
H 1.5982 -0.2379 1.3825
H 1.2241 -1.7444 -0.3393
H 0.9486 2.2717 -0.2324
H 0.7583 -1.2504 -1.9793
H 2.4095 1.3266 1.4222
H -2.1555 -0.8948 1.2590
H -2.4985 1.2339 -0.8367
H 0.7568 1.1773 2.0433

=====

16
Properties=species:S:1:pos:R:3 method="wB97M-V/def2-TZVPD" homo_lumo_gap_ev=10.48 total_energy_ha=-383.7423 smiles="O[C@H]1C=CC[C@H]2O[C@H]12" e_above_lowest_kcal_mol=105.3
O 0.9662 0.4634 -2.1392
O 1.1991 -2.2132 0.4859
C 1.0781 -0.0613 -0.7537
C -0.0971 0.6829 -1.1757
C -0.5163 -0.6436 0.8629
C -0.8950 0.6315 0.8719
C -0.5131 1.6305 -0.1628
C 0.4113 -1.3018 -0.1632
H 1.8012 0.4186 -0.0258
H -1.3362 1.1455 1.6883
H -1.4256 2.2035 -0.4704
H -0.6255 -1.1337 1.9593
H 0.7447 -2.4402 1.3048
H -0.9604 0.0138 -1.4009
H 0.3067 2.4640 0.0606
H -0.1383 -1.8599 -0.9423

=====

17
Properties=species:S:1:pos:R:3 method="wB97M-V/def2-TZVPD" homo_lumo_gap_ev=9.11 total_energy_ha=-309.6833 e_above_lowest_kcal_mol=99.8
O -0.9189 0.1012 -0.9427
C 0.0949 -0.8165 -0.9381
C 0.4989 0.4325 1.4361
C -0.5065 -0.7407 1.5515
C 1.2878 -0.3873 0.4215
C -0.9438 0.9001 -2.1102
C 0.2414 -1.4653 0.4122
H -0.7671 0.2893 -3.0016
H 0.4423 -2.5345 0.4387
H -1.5556 -0.5080 1.3559
H -1.9312 1.3654 -2.1619
H -0.1764 1.6856 -2.0571
H 1.1963 -0.1682 -0.9125
H 2.3640 -0.5597 0.4191
H 1.0555 0.6425 2.3534
H 0.0823 1.3657 1.0437
H -0.4151 -1.2709 2.5027

=====

11
Properties=species:S:1:pos:R:3 method="wB97M-V/def2-TZVPD" homo_lumo_gap_ev=10.91 total_energy_ha=-393.6394 e_above_lowest_kcal_mol=50.2
O -1.5623 -0.7687 1.1109
N -1.4472 -0.4532 -0.2732
N 0.1243 0.6931 -3.0195
N 2.3653 -1.3332 0.7587
C -0.3681 0.1501 -0.5469
C -0.1883 0.4041 -1.9462
C 1.5905 -0.4910 0.6319
C 0.6198 0.5844 0.4769
H 1.1038 1.5093 0.0755
H -2.4216 -1.1834 1.2818
H 0.1838 0.8886 1.4501

=====

7
Properties=species:S:1:pos:R:3 method="wB97M-V/def2-TZVPD" homo_lumo_gap_ev="6.76 / 6.70" total_energy_ha=-1057.2131 smiles="N#CN=S.O=C=S" e_above_lowest_kcal_mol=27.4
S 2.2601 1.7461 -0.3043
S -1.4195 -2.1151 1.0536
O 1.1064 -0.5897 0.2054
N -0.8415 -0.8143 0.4092
N -1.3808 1.1690 -0.9579
C 1.4896 0.4497 -0.0224
C -1.2145 0.1543 -0.3836

=====

54
Properties=species:S:1:pos:R:3 method="wB97M-V/def2-TZVPD" total_charge=+3 homo_lumo_gap_ev="4.96 / 4.97" total_energy_ha=-2026.8213
Ru 1.7086 1.6871 -1.8796
F -5.1766 -2.0209 -1.4707
F -5.3688 -4.3712 -0.3521
F -0.8616 -1.4825 0.3593
F -1.0401 -3.8571 1.4992
N -5.3746 -7.0553 1.0271
N -4.7788 0.7422 -2.5857
N 1.6482 1.4110 0.0733
N 3.6131 0.9755 -1.6530
N -1.4538 -6.5967 2.5958
N -0.8009 1.0768 -1.3226
N 0.2964 3.0862 -1.3712
C -1.6682 2.9630 0.1508
C 3.1702 0.7994 1.9708
C -0.2608 4.1023 -1.9470
C -4.1675 -2.4561 -0.7520
C 5.1563 0.2797 0.0717
C -1.5872 4.5740 -1.6504
C -2.2950 -6.0955 1.9905
C -0.0170 1.3917 1.9158
C -4.2754 -3.6946 -0.1670
C -2.8749 -0.3826 -1.2414
C -2.2779 4.0042 -0.6465
C -3.0064 -1.6767 -0.5979
C -3.2202 -4.2525 0.6299
C -4.4771 -6.3349 1.0830
C 4.4428 0.3560 2.3728
C 5.4144 0.0862 1.4497
C -3.3294 -5.5096 1.2104
C 4.5666 0.8043 -2.5667
C -2.0562 2.6616 1.4029
C 6.1368 0.0885 -0.9297
C -0.4631 2.2892 -0.4157
C 2.8677 0.9442 0.6358
C -1.9665 -2.2100 0.1902
C 0.4998 1.6853 0.6073
C 3.8844 0.7157 -0.3284
C -3.9296 0.2236 -2.0136
C -1.7925 0.4058 -1.1947
C -2.0486 -3.4341 0.7825
C -1.2531 1.8081 2.2576
C 5.8430 0.3473 -2.2442
H 4.3046 1.0380 -3.5916
H 6.5752 0.2186 -3.0280
H 0.5596 0.8124 2.6167
H 4.6465 0.2478 3.4287
H -1.6434 1.5629 3.2370
H -1.9760 5.4022 -2.2247
H -2.9475 3.1146 1.8207
H 0.3247 4.6055 -2.7103
H 7.1245 -0.2514 -0.6420
H 2.4677 1.0523 2.7476
H 6.3963 -0.2474 1.7602
H -3.2585 4.3660 -0.3608

=====

9
Properties=species:S:1:pos:R:3 method="wB97M-V/def2-TZVPD" homo_lumo_gap_ev="8.69 / 5.49" total_energy_ha=-3278.8877 e_above_lowest_kcal_mol=89.0
Cl 6.9236 1.7349 -0.7968
Cl 5.9846 -2.7922 1.0960
Cl 3.7936 0.8906 -1.3983
Cl 5.0438 0.9661 1.6420
Cl 7.2180 -2.2583 -1.8159
S 1.6610 1.8435 1.9438
Si 5.4110 0.5021 -0.3148
Si 5.7766 -1.7661 -0.6026
H 0.3343 1.7854 1.9877

=====

7
Properties=species:S:1:pos:R:3 method="wB97M-V/def2-TZVPD" homo_lumo_gap_ev="7.79 / 6.91" total_energy_ha=-363.5518 e_above_lowest_kcal_mol=135.8
F -1.5018 -0.1533 -1.2605
F -1.5587 1.1098 0.6828
F -1.6609 -1.0724 0.7076
C -1.1941 -0.0579 0.0567
B 1.7545 -0.0726 0.0754
H 2.6109 -0.8884 -0.1477
H 1.5500 1.1347 -0.1144